Record 1
108
Properties=species:S:1:pos:R:3:lowdin_spin:R:1 method="wB97M-V/def2-TZVPD" e_homo_ev="-12.83 / -12.84" lumo_ev="-5.551 / -7.037" multiplicity=2 total_charge=+2 s2=0.762 orbital_gap_ev="7.282 / 5.803"
Ir -0.231 0.119 0.090 0.518
Cl -6.214 2.715 3.231 0.017
C -4.796 2.339 2.329 0.042
C -4.464 3.114 1.211 -0.013
C -3.323 2.846 0.499 0.035
C -2.466 1.798 0.874 -0.008
O -1.369 1.656 0.146 0.206
C -2.842 0.972 1.956 0.035
C -2.118 -0.203 2.353 -0.008
N -1.074 -0.667 1.763 0.030
C -0.382 -1.810 2.253 0.000
C -0.450 -2.328 3.516 0.005
C 0.255 -3.512 3.826 -0.001
C 1.015 -4.148 2.886 0.005
C 1.145 -3.601 1.586 0.001
C 1.935 -4.169 0.559 0.002
C 2.009 -3.553 -0.657 -0.001
C 1.320 -2.344 -0.857 0.002
N 0.586 -1.788 0.083 0.008
C 0.462 -2.413 1.294 0.007
C -4.006 1.275 2.685 -0.007
H -5.119 3.922 0.915 -0.001
H -3.050 3.434 -0.367 0.002
H -2.513 -0.759 3.199 -0.001
H -1.028 -1.842 4.290 0.000
H 0.175 -3.920 4.824 0.000
H 1.529 -5.071 3.123 0.000
H 2.465 -5.095 0.745 0.000
H 2.594 -3.963 -1.466 0.000
H 1.352 -1.833 -1.809 0.000
H -4.287 0.652 3.525 -0.001
N 1.405 0.587 1.279 0.062
S 2.825 0.904 1.454 0.024
N 3.332 2.452 1.351 0.006
S 2.578 3.446 0.420 0.001
N 2.430 3.125 -1.077 0.000
S 1.369 2.225 -1.950 0.000
N 0.701 1.016 -1.492 -0.003
C 0.300 3.490 -2.613 0.000
C 0.823 4.695 -3.072 0.000
C -0.037 5.631 -3.617 0.000
C -1.400 5.354 -3.706 0.000
C -1.901 4.143 -3.257 0.000
C -1.047 3.193 -2.707 0.000
C 2.427 1.845 -3.327 0.000
C 1.817 1.123 -4.349 0.000
C 2.574 0.748 -5.445 0.000
C 3.921 1.090 -5.511 0.000
C 4.514 1.807 -4.483 0.000
C 3.767 2.194 -3.378 0.000
C 1.095 4.043 1.188 0.001
C 0.389 5.031 0.509 0.000
C -0.645 5.673 1.165 0.000
C -0.965 5.326 2.473 0.000
C -0.259 4.330 3.129 0.000
C 0.790 3.683 2.492 0.000
C 3.629 4.861 0.470 0.000
C 3.950 5.385 1.717 0.000
C 4.746 6.514 1.769 0.000
C 5.203 7.100 0.593 0.000
C 4.870 6.562 -0.640 0.000
C 4.070 5.429 -0.713 0.000
C 4.024 0.094 0.408 0.007
C 3.622 -0.376 -0.829 0.001
C 4.566 -0.953 -1.669 0.000
C 5.888 -1.049 -1.264 0.000
C 6.281 -0.556 -0.024 0.000
C 5.351 0.026 0.820 0.001
C 3.382 0.483 3.084 0.002
C 3.369 -0.872 3.394 0.001
C 3.675 -1.265 4.684 0.000
C 3.980 -0.310 5.648 0.000
C 3.986 1.038 5.325 0.000
C 3.686 1.447 4.031 0.001
H 1.885 4.894 -3.011 0.000
H 0.350 6.572 -3.981 0.000
H -2.067 6.086 -4.142 0.000
H -2.958 3.927 -3.343 0.000
H -1.414 2.244 -2.349 0.000
H 0.769 0.857 -4.283 0.000
H 2.114 0.192 -6.250 0.000
H 4.507 0.799 -6.372 0.000
H 5.562 2.071 -4.538 0.000
H 4.222 2.745 -2.569 0.000
H 0.662 5.320 -0.497 0.000
H -1.196 6.455 0.659 0.000
H -1.770 5.839 2.983 0.000
H -0.509 4.068 4.149 0.000
H 1.361 2.925 3.007 0.000
H 3.583 4.924 2.624 0.000
H 5.010 6.940 2.727 0.000
H 5.824 7.984 0.642 0.000
H 5.232 7.020 -1.550 0.000
H 3.806 4.989 -1.663 0.000
H 2.598 -0.246 -1.147 0.000
H 4.267 -1.309 -2.647 0.000
H 6.622 -1.500 -1.919 0.000
H 7.315 -0.624 0.285 0.000
H 5.655 0.415 1.783 0.000
H 3.127 -1.608 2.635 0.000
H 3.682 -2.316 4.941 0.000
H 4.220 -0.621 6.656 0.000
H 4.233 1.775 6.076 0.000
H 3.711 2.492 3.757 0.000
F -2.493 -1.491 -0.614 0.005
C -1.605 -0.674 -1.234 0.015
F -2.349 0.236 -1.897 0.005
F -1.012 -1.424 -2.193 -0.002

=====

Record 2
14
Properties=species:S:1:pos:R:3:nbo_charge:R:1 method="wB97M-V/def2-TZVPD" e_above_lowest_ev=8.4990 e_homo_ev=-9.57 lumo_ev=0.091 multiplicity=1 total_charge=0 orbital_gap_ev=9.661
C 1.942 -0.106 0.756 -0.604
C 1.363 -0.071 -0.637 -0.185
C -0.835 -0.505 -0.199 0.768
C -2.425 0.656 0.109 0.137
H 2.860 -0.958 0.984 0.267
H 0.712 -0.264 1.760 0.235
H 2.240 1.501 0.688 0.206
H 1.047 0.910 -1.126 0.253
H 2.120 -0.509 -1.466 0.223
H -3.104 1.530 -0.292 0.197
N -1.186 0.727 -0.352 -0.582
N -3.002 -0.491 0.213 -0.147
O 0.203 -1.100 -0.477 -0.459
O -1.934 -1.322 0.040 -0.309

=====

Record 3
20
Properties=species:S:1:pos:R:3:lowdin_spin:R:1 method="wB97M-V/def2-TZVPD" e_above_lowest_ev=2.4473 e_homo_ev="-14.79 / -14.77" lumo_ev="-3.667 / -8.450" multiplicity=2 total_charge=+1 s2=0.755 orbital_gap_ev="11.127 / 6.320"
C 0.963 1.193 0.495 0.073
N 0.339 0.185 -0.338 0.633
C -0.059 -1.160 0.197 0.063
C 1.936 -2.025 1.398 0.046
C 0.690 -1.560 1.433 0.054
H 0.299 1.522 1.310 0.011
H 1.206 2.072 -0.082 0.004
H 1.859 0.851 0.999 0.038
H 0.994 0.074 -1.112 0.015
H -1.139 -1.018 0.352 0.029
H 0.060 -1.822 -0.653 0.004
H 2.273 -2.660 2.197 0.005
H 2.741 -1.754 0.712 0.003
H 0.051 -1.909 2.239 0.003
H -2.204 0.239 -2.065 0.000
H -3.597 0.257 -1.511 0.000
O -2.823 -0.316 -1.578 0.003
H -1.459 3.359 -1.230 0.000
H -0.850 1.945 -1.067 0.005
O -1.280 2.527 -1.698 0.009

=====

Number 1: molecular weight 1157.809 g mol⁻¹. Number 2: molecular weight 114.104 g mol⁻¹. Number 3: molecular weight 107.153 g mol⁻¹.